Record 1
{
  "formula": "C43H33Br2GeN3O4W",
  "method": "wB97M-V/def2-TZVPD",
  "homo_lumo_gap_ha": [0.238, 0.244],
  "total_charge": 1,
  "lumo_energy_ev": [-4.2, -4.1],
  "largest_force_ev_per_a": 1.22,
  "multiplicity": 2,
  "s_squared": 0.759,
  "relative_energy_kcal_mol": 19.1,
  "species": ["W", "C", "O", "C", "C", "C", "C", "C", "C", "N", "N", "C", "O", "C", "C", "C", "C", "C", "C", "C", "O", "H", "H", "H", "H", "H", "H", "H", "H", "H", "H", "H", "H", "C", "C", "C", "C", "C", "C", "Br", "C", "C", "Br", "C", "O", "C", "N", "H", "H", "H", "H", "H", "H", "C", "C", "C", "C", "C", "C", "Ge", "C", "C", "C", "C", "C", "C", "C", "C", "C", "C", "C", "C", "H", "H", "H", "H", "H", "H", "H", "H", "H", "H", "H", "H", "H", "H", "H"],
  "positions_angstrom": [[-0.869, -0.260, -0.630], [1.825, -2.592, -3.657], [1.774, -3.648, -2.692], [0.601, -3.929, -2.100], [0.359, -5.255, -1.754], [-0.806, -5.683, -1.123], [-1.797, -4.763, -0.860], [-1.575, -3.411, -1.167], [-2.650, -2.485, -1.002], [-2.485, -1.261, -1.424], [-3.276, -0.215, -0.899], [-2.840, 0.963, -1.337], [-1.649, 1.072, -1.904], [-3.607, 2.183, -1.072], [-4.826, 2.121, -0.400], [-5.526, 3.289, -0.154], [-5.020, 4.507, -0.593], [-3.813, 4.567, -1.277], [-3.100, 3.404, -1.516], [-0.335, -2.966, -1.698], [-0.038, -1.650, -1.809], [2.256, -3.013, -4.565], [2.457, -1.791, -3.273], [0.833, -2.197, -3.871], [1.140, -5.965, -1.992], [-0.924, -6.726, -0.873], [-2.747, -5.060, -0.438], [-3.593, -2.803, -0.561], [-5.212, 1.167, -0.066], [-6.469, 3.254, 0.371], [-5.578, 5.415, -0.408], [-3.433, 5.517, -1.626], [-2.166, 3.432, -2.058], [0.103, 3.218, -0.375], [-0.734, 2.689, 0.737], [-1.214, 3.620, 1.713], [-1.982, 3.202, 2.757], [-2.287, 1.818, 2.910], [-3.018, 1.233, 3.984], [-3.771, 2.337, 5.308], [-3.173, -0.122, 4.065], [-2.608, -0.979, 3.085], [-2.797, -2.835, 3.242], [-1.931, -0.437, 2.029], [-1.306, -1.126, 1.058], [-1.782, 0.967, 1.936], [-1.039, 1.402, 0.856], [-0.283, 4.175, -0.717], [0.187, 2.533, -1.220], [1.106, 3.385, 0.024], [-0.959, 4.661, 1.580], [-2.358, 3.911, 3.483], [-3.718, -0.564, 4.887], [4.349, 1.175, -3.759], [4.935, 0.746, -2.575], [4.139, 0.331, -1.516], [2.744, 0.322, -1.619], [2.180, 0.765, -2.811], [2.967, 1.188, -3.874], [1.672, -0.201, -0.083], [2.134, -2.027, 0.465], [1.463, -2.702, 1.488], [1.793, -4.004, 1.830], [2.808, -4.665, 1.155], [3.486, -4.016, 0.135], [3.145, -2.714, -0.208], [2.115, 1.015, 1.387], [1.495, 0.831, 2.625], [1.743, 1.676, 3.695], [2.634, 2.732, 3.546], [3.274, 2.921, 2.331], [3.017, 2.069, 1.264], [4.966, 1.502, -4.585], [6.011, 0.736, -2.470], [4.623, 0.016, -0.598], [1.098, 0.770, -2.946], [2.501, 1.523, -4.791], [0.673, -2.217, 2.045], [1.258, -4.501, 2.629], [3.069, -5.681, 1.420], [4.278, -4.522, -0.400], [3.675, -2.252, -1.029], [0.807, 0.003, 2.772], [1.252, 1.507, 4.645], [2.839, 3.393, 4.378], [3.982, 3.732, 2.215], [3.528, 2.244, 0.323]]
}

=====

Record 2
{
  "formula": "C43H33BrCl2N7O2Se2Ta",
  "method": "wB97M-V/def2-TZVPD",
  "homo_lumo_gap_ha": [0.167, 0.167],
  "total_charge": 2,
  "lumo_energy_ev": [-7.2, -7.2],
  "largest_force_ev_per_a": 4.15,
  "relative_energy_kcal_mol": 104.3,
  "species": ["Ta", "Br", "C", "C", "C", "C", "C", "C", "N", "N", "C", "C", "C", "C", "O", "C", "N", "C", "C", "C", "C", "H", "H", "H", "H", "H", "H", "H", "H", "H", "Se", "Se", "C", "C", "C", "C", "C", "N", "C", "C", "C", "C", "C", "N", "H", "H", "H", "H", "H", "H", "H", "H", "Cl", "C", "C", "C", "Cl", "C", "C", "C", "C", "N", "C", "C", "O", "H", "H", "H", "H", "C", "N", "C", "C", "C", "C", "C", "C", "C", "C", "H", "H", "H", "H", "H", "H", "H", "H", "H", "H", "H", "H"],
  "positions_angstrom": [[-0.174, 0.430, 0.961], [-4.336, -0.300, -6.559], [-2.679, 0.540, -6.498], [-1.415, -0.029, -6.855], [-0.256, 0.682, -6.564], [-0.439, 1.993, -6.101], [-1.698, 2.661, -5.976], [-2.802, 1.877, -5.999], [0.636, 2.588, -5.492], [1.542, 1.836, -5.006], [1.832, 1.817, -3.661], [2.786, 0.852, -3.226], [2.639, 0.327, -1.923], [1.768, 0.888, -0.948], [1.638, 0.534, 0.350], [0.792, 1.825, -1.407], [-0.171, 2.214, -0.451], [-0.873, 3.339, -0.770], [-0.779, 3.984, -1.972], [0.069, 3.514, -2.977], [0.851, 2.381, -2.727], [-1.447, -1.031, -7.284], [0.749, 0.315, -6.651], [-1.653, 3.713, -5.667], [-3.770, 2.305, -5.778], [3.501, 0.534, -3.979], [3.218, -0.563, -1.704], [-1.597, 3.662, -0.057], [-1.306, 4.940, -2.102], [0.109, 4.103, -3.846], [-0.354, -0.848, 3.135], [2.146, -1.666, 3.172], [3.218, -0.059, 3.353], [4.456, -0.384, 3.929], [5.535, 0.519, 3.866], [5.313, 1.706, 3.183], [3.998, 1.944, 2.703], [2.967, 1.076, 2.727], [-1.212, -2.626, 3.497], [-2.379, -2.546, 4.278], [-2.951, -3.726, 4.757], [-2.415, -4.982, 4.281], [-1.335, -4.929, 3.430], [-0.702, -3.765, 3.073], [4.634, -1.411, 4.290], [6.517, 0.227, 4.325], [6.071, 2.437, 2.955], [3.759, 2.917, 2.272], [-2.824, -1.585, 4.469], [-3.786, -3.677, 5.508], [-2.844, -5.944, 4.592], [-0.959, -5.810, 2.939], [-5.256, -0.077, 1.644], [-4.170, 1.175, 2.178], [-4.713, 2.284, 2.870], [-4.017, 3.434, 3.310], [-4.779, 4.579, 4.371], [-2.640, 3.485, 3.006], [-1.734, 4.476, 3.473], [-0.344, 4.357, 3.259], [0.142, 3.158, 2.733], [-0.722, 2.223, 2.318], [-2.102, 2.313, 2.446], [-2.773, 1.223, 1.843], [-2.241, 0.505, 0.862], [-5.756, 2.299, 3.178], [-2.231, 5.327, 3.935], [0.336, 5.196, 3.337], [1.197, 2.929, 2.576], [1.000, -4.804, -0.450], [1.957, -3.844, -0.002], [2.931, -4.443, 0.893], [1.656, -2.453, 0.216], [0.697, -1.988, -0.796], [0.814, -2.497, -2.095], [-0.249, -2.382, -2.997], [-1.392, -1.725, -2.563], [-1.476, -1.170, -1.283], [-0.371, -1.107, -0.425], [0.531, -5.243, 0.470], [1.571, -5.621, -0.926], [0.245, -4.412, -1.171], [3.184, -5.386, 0.422], [2.546, -4.584, 1.920], [3.773, -3.750, 0.915], [2.591, -1.916, 0.230], [1.238, -2.455, 1.243], [1.784, -2.947, -2.376], [-0.259, -2.813, -4.018], [-2.213, -1.610, -3.259], [-2.341, -0.529, -1.151]]
}